{"formula": "C33H34AlN3O2Si", "method": "ωB97M-V with the def2-TZVPD basis set", "elements": ["Al", "O", "C", "C", "C", "C", "C", "C", "C", "N", "N", "C", "O", "C", "C", "C", "C", "C", "C", "H", "H", "H", "H", "H", "H", "H", "H", "H", "H", "C", "Si", "C", "N", "C", "C", "C", "C", "C", "C", "C", "C", "C", "C", "C", "C", "C", "C", "C", "C", "C", "H", "H", "H", "H", "H", "H", "H", "H", "H", "H", "H", "H", "H", "H", "H", "H", "H", "H", "H", "H", "H", "H", "H", "H"], "positions_angstrom": [[1.0203, 0.8559, 0.1587], [2.6504, 1.0004, -0.5741], [3.3007, 2.0801, -0.9807], [4.2978, 1.9415, -1.9562], [5.0063, 3.0344, -2.4095], [4.7624, 4.3105, -1.8992], [3.7998, 4.4619, -0.9265], [3.0552, 3.3720, -0.4597], [2.1111, 3.5777, 0.6173], [1.3085, 2.6571, 0.9910], [0.5318, 2.8781, 2.1206], [0.0636, 1.7251, 2.4960], [0.3272, 0.6073, 1.8681], [-0.8186, 1.6508, 3.6840], [-1.2879, 2.8109, 4.2964], [-2.1343, 2.7227, 5.3883], [-2.5164, 1.4793, 5.8787], [-2.0490, 0.3225, 5.2725], [-1.2029, 0.4080, 4.1762], [4.4870, 0.9503, -2.3483], [5.7637, 2.8968, -3.1712], [5.3244, 5.1625, -2.2558], [3.6032, 5.4400, -0.5017], [2.1080, 4.5231, 1.1580], [-0.9849, 3.7704, 3.9004], [-2.5018, 3.6260, 5.8578], [-3.1787, 1.4139, 6.7324], [-2.3443, -0.6477, 5.6508], [-0.8391, -0.4866, 3.6890], [-0.5390, 1.0669, -1.0548], [-1.4047, -0.5658, -1.0165], [-0.3043, -1.6504, 0.1150], [1.1196, -1.2193, 0.0037], [1.6302, -1.6189, -1.3504], [3.1031, -1.9878, -1.3250], [3.3329, -3.2338, -0.4609], [2.3918, -3.2281, 0.7568], [1.9591, -1.8087, 1.0857], [-3.0840, -0.5321, -0.1816], [-3.1580, -0.0456, 1.1290], [-4.3650, 0.0167, 1.8084], [-5.5295, -0.4113, 1.1837], [-5.4787, -0.8939, -0.1156], [-4.2657, -0.9523, -0.7915], [-1.5511, -1.4071, -2.6895], [-1.8710, -2.7668, -2.7669], [-1.9841, -3.4136, -3.9887], [-1.7778, -2.7076, -5.1666], [-1.4644, -1.3580, -5.1143], [-1.3544, -0.7171, -3.8862], [-1.1935, 1.8384, -0.6355], [-0.2697, 1.3806, -2.0657], [-0.3971, -2.7208, -0.1005], [-0.6265, -1.4863, 1.1438], [1.4368, -0.8028, -2.0478], [1.0518, -2.4821, -1.6972], [3.6741, -1.1403, -0.9483], [3.4338, -2.1645, -2.3498], [4.3740, -3.2635, -0.1345], [3.1636, -4.1359, -1.0524], [2.8731, -3.6730, 1.6286], [1.5025, -3.8308, 0.5564], [2.8375, -1.1721, 1.2224], [1.3777, -1.7584, 2.0039], [-2.2560, 0.2930, 1.6280], [-4.3929, 0.3990, 2.8219], [-6.4755, -0.3658, 1.7085], [-6.3862, -1.2245, -0.6055], [-4.2419, -1.3278, -1.8086], [-2.0404, -3.3330, -1.8560], [-2.2336, -4.4668, -4.0242], [-1.8633, -3.2093, -6.1222], [-1.3061, -0.8025, -6.0302], [-1.1111, 0.3388, -3.8621]], "forces_ev_per_a": [[-0.052, 0.003, 0.012], [0.033, 0.022, -0.027], [-0.041, 0.000, 0.038], [0.014, 0.004, -0.013], [-0.007, 0.011, 0.005], [0.006, -0.011, -0.009], [-0.001, 0.009, 0.005], [-0.013, -0.010, 0.009], [0.028, 0.026, -0.011], [0.000, 0.007, 0.009], [0.019, 0.008, -0.052], [-0.042, -0.062, 0.009], [0.029, 0.015, 0.006], [0.008, 0.007, 0.002], [0.009, -0.005, -0.010], [-0.007, -0.002, 0.005], [0.008, 0.006, -0.002], [0.014, 0.006, -0.010], [-0.023, -0.009, 0.012], [-0.002, 0.000, 0.000], [-0.001, -0.002, 0.001], [-0.002, -0.001, 0.001], [0.002, -0.001, -0.002], [0.014, 0.000, -0.005], [-0.004, -0.001, 0.005], [0.001, -0.003, 0.003], [-0.002, 0.003, -0.002], [-0.002, 0.002, 0.000], [0.006, 0.001, 0.005], [-0.021, -0.041, 0.105], [-0.005, 0.035, -0.010], [0.008, -0.026, -0.052], [-0.023, 0.014, -0.019], [-0.001, -0.032, 0.024], [0.004, -0.007, 0.010], [-0.006, 0.010, -0.001], [0.006, 0.002, -0.008], [-0.005, -0.017, 0.001], [0.016, 0.022, 0.062], [-0.029, -0.013, -0.035], [0.025, -0.003, -0.005], [-0.006, 0.004, 0.001], [0.003, 0.000, -0.007], [0.013, 0.006, -0.010], [-0.023, -0.021, -0.035], [0.009, 0.017, -0.016], [-0.002, -0.004, 0.013], [0.005, -0.004, -0.009], [0.003, 0.018, 0.014], [-0.001, -0.036, 0.009], [-0.001, 0.018, -0.040], [0.042, 0.006, 0.005], [0.018, -0.002, 0.021], [0.005, 0.006, 0.001], [-0.001, 0.014, -0.001], [-0.008, 0.003, 0.007], [-0.004, 0.003, -0.010], [0.003, 0.004, -0.003], [0.001, -0.002, 0.001], [0.004, -0.003, 0.000], [-0.001, -0.003, 0.000], [0.000, -0.002, 0.002], [0.002, 0.005, -0.004], [-0.003, 0.010, 0.001], [-0.011, -0.001, 0.005], [-0.002, -0.001, 0.001], [0.001, -0.001, -0.001], [0.002, -0.001, -0.002], [-0.002, -0.006, 0.005], [-0.005, 0.000, -0.002], [-0.001, 0.001, 0.002], [0.000, 0.001, 0.002], [0.000, 0.000, 0.001], [-0.001, 0.005, -0.005]], "total_energy_ha": -2124.800283, "max_force_ev_per_a": 0.115, "lumo_ev": 0.06, "orbital_gap_ev": 8.04}

***

{"formula": "C33H34AsN7PRuS3", "method": "ωB97M-V with the def2-TZVPD basis set", "elements": ["Ru", "C", "N", "C", "C", "N", "C", "P", "C", "N", "C", "C", "N", "C", "C", "N", "C", "C", "N", "C", "H", "H", "H", "H", "H", "H", "H", "H", "H", "H", "H", "H", "H", "H", "H", "S", "C", "C", "C", "C", "C", "C", "As", "C", "C", "C", "C", "C", "C", "C", "C", "C", "C", "C", "C", "H", "H", "H", "H", "H", "H", "H", "H", "H", "H", "H", "H", "H", "H", "S", "C", "N", "C", "C", "S", "H", "H", "H", "H", "H"], "positions_angstrom": [[-0.1691, 0.1206, -0.7443], [-4.5775, -3.4393, 0.2438], [-3.2242, -3.0667, -0.1496], [-2.2989, -3.9106, -0.6836], [-1.1755, -3.1651, -0.9117], [-1.4120, -1.8831, -0.5220], [-2.6620, -1.8375, -0.0636], [-3.5418, -0.3691, 0.5775], [-2.1384, 0.1887, 1.6052], [-0.8499, 0.1991, 1.2669], [-0.1343, 0.4187, 2.4087], [-1.0049, 0.5528, 3.4516], [-2.2568, 0.4037, 2.9363], [-3.4961, 0.4502, 3.7048], [-3.2155, 0.6583, -0.8946], [-2.0502, 0.7288, -1.5269], [-2.2550, 1.4554, -2.6665], [-3.5703, 1.8206, -2.7202], [-4.1648, 1.3116, -1.6030], [-5.5761, 1.4448, -1.2608], [-4.7108, -4.5035, 0.0732], [-4.7439, -3.2348, 1.2996], [-5.3147, -2.8995, -0.3478], [-2.5067, -4.9520, -0.8607], [-0.2310, -3.4727, -1.3281], [0.9425, 0.4360, 2.4165], [-0.8269, 0.7512, 4.4948], [-3.2969, 0.9095, 4.6688], [-4.2471, 1.0324, 3.1768], [-3.8837, -0.5533, 3.8762], [-1.4738, 1.6509, -3.3795], [-4.1125, 2.3847, -3.4604], [-6.0255, 2.2010, -1.8981], [-6.1054, 0.5062, -1.4191], [-5.6907, 1.7442, -0.2213], [0.5111, -0.2702, -2.8876], [1.7653, -1.4384, -2.9365], [2.0824, -2.0404, -4.1685], [3.0497, -3.0202, -4.2071], [3.6952, -3.4091, -3.0323], [3.4159, -2.7794, -1.8155], [2.4666, -1.7814, -1.7563], [2.0785, -0.6831, -0.2063], [2.9707, -1.6508, 1.2223], [4.0287, -1.0821, 1.9233], [4.7494, -1.8633, 2.8155], [4.4099, -3.1937, 3.0170], [3.3437, -3.7563, 2.3254], [2.6150, -2.9832, 1.4377], [3.2900, 0.8195, -0.4872], [3.2096, 1.9061, 0.3796], [4.0963, 2.9625, 0.2530], [5.0674, 2.9352, -0.7401], [5.1572, 1.8469, -1.5946], [4.2642, 0.7898, -1.4798], [1.5526, -1.7458, -5.0657], [3.2994, -3.4907, -5.1481], [4.4341, -4.1992, -3.0657], [3.9563, -3.0586, -0.9204], [4.3123, -0.0502, 1.7606], [5.5906, -1.4357, 3.3440], [4.9748, -3.7973, 3.7142], [3.0837, -4.7951, 2.4778], [1.7746, -3.4103, 0.8998], [2.4554, 1.9312, 1.1577], [4.0417, 3.8012, 0.9341], [5.7543, 3.7631, -0.8505], [5.9257, 1.8164, -2.3553], [4.3393, -0.0503, -2.1590], [0.2797, 2.6465, -0.8324], [-0.8295, 3.4811, 0.1390], [-1.8478, 4.1689, -0.3361], [-2.6899, 4.8688, 0.6339], [-1.8206, 5.0813, 1.8625], [-0.6747, 3.6556, 1.8573], [-1.9789, 4.2872, -1.3322], [-3.5564, 4.2432, 0.8685], [-3.0397, 5.8154, 0.2269], [-2.3839, 5.0965, 2.7912], [-1.2194, 5.9867, 1.7968]], "forces_ev_per_a": [[-0.903, -1.180, -1.364], [-0.316, -0.049, 0.099], [0.256, 0.185, -0.040], [0.145, -0.044, -0.075], [0.107, -0.112, -0.054], [0.813, 1.098, -0.124], [-0.116, -0.078, 0.030], [0.473, 0.072, -0.187], [-0.266, 0.026, 0.294], [-0.110, 0.405, -0.492], [0.075, -0.097, 0.074], [0.194, -0.031, -0.009], [0.119, 0.014, -0.193], [-0.236, -0.140, 0.153], [-0.134, -0.155, 0.041], [0.092, 0.494, 0.111], [-0.206, 0.004, -0.010], [0.144, 0.026, -0.158], [0.170, 0.026, 0.084], [-0.321, -0.090, 0.055], [0.045, 0.003, -0.014], [0.064, -0.002, -0.008], [0.052, -0.003, -0.031], [0.004, 0.000, 0.016], [-0.006, -0.034, -0.002], [-0.014, 0.093, 0.040], [-0.027, -0.046, 0.011], [0.032, 0.041, -0.036], [0.043, 0.046, 0.010], [0.059, -0.004, -0.015], [0.007, 0.111, 0.022], [-0.051, -0.040, 0.008], [0.057, 0.023, -0.002], [0.056, -0.003, -0.027], [0.040, 0.024, -0.017], [-0.595, -0.211, 1.695], [-0.206, 0.517, 0.312], [-0.026, 0.018, -0.212], [-0.005, -0.082, -0.045], [-0.096, 0.088, -0.108], [-0.078, 0.119, 0.235], [0.034, -0.099, -0.052], [0.948, 0.480, 0.223], [-0.415, -0.105, -0.065], [0.000, 0.095, -0.168], [0.005, -0.068, 0.096], [-0.007, 0.015, -0.031], [-0.058, -0.014, 0.055], [-0.130, 0.144, -0.072], [-0.060, -0.244, -0.064], [-0.031, -0.090, 0.058], [0.072, -0.007, 0.006], [-0.012, -0.010, 0.001], [-0.019, 0.011, -0.117], [-0.044, -0.019, 0.065], [0.013, 0.012, -0.002], [-0.004, -0.038, 0.019], [0.047, 0.032, -0.005], [0.047, -0.041, -0.017], [0.040, -0.042, -0.016], [-0.030, 0.032, 0.026], [0.032, 0.005, -0.018], [-0.015, 0.005, 0.022], [0.036, -0.092, 0.019], [0.003, 0.030, 0.018], [-0.029, 0.008, -0.011], [0.027, -0.015, 0.043], [-0.017, 0.021, -0.016], [0.081, 0.008, 0.022], [0.676, -1.148, -0.472], [-0.771, 0.077, 0.584], [0.378, 0.190, 0.001], [-0.168, 0.165, 0.175], [0.146, -0.058, 0.062], [-0.076, -0.008, -0.223], [0.014, -0.213, -0.042], [0.020, 0.003, -0.055], [0.002, -0.035, -0.058], [-0.058, -0.014, -0.040], [-0.010, -0.003, -0.016]], "total_energy_ha": -5526.968740, "total_charge": 3, "max_force_ev_per_a": 2.017, "relative_energy_kcal_mol": 0.00, "lumo_ev": [-11.00, -10.99], "orbital_gap_ev": [4.89, 4.89]}

***

{"formula": "C33H34BBr4N6O2Si2Tc", "method": "ωB97M-V with the def2-TZVPD basis set", "elements": ["Tc", "B", "N", "C", "C", "C", "N", "N", "C", "C", "C", "N", "H", "H", "H", "H", "H", "H", "H", "H", "Br", "C", "C", "Br", "C", "Br", "C", "O", "C", "O", "C", "Br", "C", "C", "C", "C", "C", "C", "N", "N", "Si", "C", "C", "C", "H", "H", "H", "H", "H", "H", "H", "H", "H", "H", "H", "H", "H", "H", "H", "C", "C", "C", "C", "C", "C", "Si", "C", "C", "C", "C", "C", "C", "H", "H", "H", "H", "H", "H", "H", "H", "H", "H", "H"], "positions_angstrom": [[0.6578, -0.2161, 0.2000], [-0.9893, -3.4346, -0.6520], [0.3517, -2.9813, -1.3033], [1.0114, -3.7580, -2.1663], [2.1608, -3.1139, -2.5694], [2.1304, -1.9110, -1.8787], [1.0413, -1.8529, -1.1054], [-1.7414, -2.2699, 0.0694], [-3.0277, -2.4061, 0.3975], [-3.4500, -1.2811, 1.0732], [-2.3213, -0.4780, 1.1071], [-1.2845, -1.0863, 0.5188], [-1.7132, -3.7950, -1.5534], [-0.7791, -4.3320, 0.1299], [0.6030, -4.7143, -2.4347], [2.9093, -3.4619, -3.2545], [2.8142, -1.0854, -1.9008], [-3.5506, -3.3037, 0.1226], [-4.4276, -1.0643, 1.4564], [-2.2073, 0.5105, 1.5103], [7.5708, 0.7647, -0.2528], [5.8855, 0.0359, 0.1777], [5.7791, -1.1077, 0.9712], [7.3380, -1.9756, 1.5905], [4.5307, -1.6225, 1.3037], [4.3093, -3.2687, 2.1939], [3.3582, -0.9703, 0.9030], [2.1624, -1.3568, 1.1920], [3.4820, 0.1413, 0.0467], [2.3506, 0.6189, -0.4323], [4.7267, 0.6370, -0.3075], [4.7433, 2.0977, -1.4986], [1.1698, 3.4228, -0.3305], [0.4019, 2.9822, 0.8703], [-0.1124, 3.8850, 1.7751], [-0.6799, 3.4008, 2.9716], [-0.6419, 2.0737, 3.2802], [-0.0163, 1.1947, 2.3472], [0.3126, 1.6643, 1.1339], [0.3274, -0.0594, 2.4065], [0.0692, -1.3133, 3.5583], [0.1982, -2.9765, 2.7483], [1.3757, -1.2058, 4.8835], [-1.5965, -1.2182, 4.4281], [0.7992, 4.3796, -0.6967], [1.1561, 2.6884, -1.1304], [2.2193, 3.5388, -0.0466], [-0.0524, 4.9420, 1.5656], [-1.1192, 4.0979, 3.6736], [-1.0205, 1.6825, 4.2136], [1.0778, -3.0294, 2.1118], [-0.6772, -3.2022, 2.1447], [0.2869, -3.7463, 3.5140], [2.3592, -1.3094, 4.4340], [1.2472, -1.9951, 5.6224], [1.3410, -0.2454, 5.3994], [-2.4290, -1.1808, 3.7268], [-1.6747, -0.3599, 5.0950], [-1.7107, -2.1165, 5.0350], [0.1464, 3.8026, -5.0295], [-0.5553, 4.0985, -3.8685], [-0.7618, 3.1199, -2.9112], [-0.2900, 1.8161, -3.0805], [0.4080, 1.5440, -4.2580], [0.6310, 2.5209, -5.2210], [-0.6334, 0.3510, -1.9098], [-2.5085, 0.3572, -1.6863], [-3.2584, -0.6902, -2.2180], [-4.6448, -0.7067, -2.1278], [-5.3122, 0.3279, -1.4966], [-4.5839, 1.3752, -0.9462], [-3.2029, 1.3809, -1.0370], [0.3112, 4.5670, -5.7777], [-0.9389, 5.0975, -3.7065], [-1.3015, 3.3892, -2.0154], [0.7843, 0.5453, -4.4293], [1.1800, 2.2744, -6.1206], [-0.4085, -0.7761, -2.8533], [-2.7522, -1.5076, -2.7133], [-5.1998, -1.5344, -2.5488], [-6.3916, 0.3176, -1.4254], [-5.0934, 2.1836, -0.4386], [-2.6595, 2.1928, -0.5694]], "forces_ev_per_a": [[0.713, -0.193, 1.976], [0.035, 0.045, 0.013], [-0.182, -0.056, 0.118], [-0.163, -0.054, -0.078], [0.047, 0.072, 0.017], [0.021, 0.056, 0.039], [0.090, -0.188, -0.125], [0.159, -0.119, -0.164], [-0.121, -0.071, 0.074], [0.123, -0.088, 0.047], [0.223, -0.052, 0.092], [-0.427, -0.219, 0.007], [-0.026, -0.072, 0.001], [0.042, 0.026, 0.020], [-0.033, -0.111, -0.038], [0.070, -0.020, -0.066], [0.083, 0.043, -0.074], [-0.065, -0.061, -0.049], [-0.102, 0.030, 0.035], [-0.016, 0.089, 0.056], [0.072, 0.038, -0.025], [0.125, -0.227, 0.159], [0.234, 0.198, -0.151], [0.049, -0.040, 0.028], [-0.286, 0.041, -0.007], [-0.041, 0.019, 0.155], [0.583, -0.136, -0.040], [-0.195, -0.175, -0.250], [0.127, 0.044, -0.217], [-0.145, 0.568, -0.085], [-0.171, -0.041, 0.016], [0.038, 0.070, -0.035], [-0.004, -0.001, -0.145], [-0.085, -0.125, 0.069], [-0.118, -0.052, 0.218], [0.119, 0.290, -0.267], [0.165, -0.518, 0.157], [-0.347, 0.972, 0.567], [0.142, 0.772, -1.222], [-0.317, -0.827, -0.936], [-0.011, -0.646, 0.324], [-0.079, 0.014, -0.056], [0.010, 0.244, 0.005], [-0.002, 0.170, -0.065], [0.029, 0.018, -0.021], [-0.035, 0.002, 0.078], [-0.033, 0.001, 0.018], [-0.008, 0.061, 0.031], [-0.032, 0.044, 0.021], [-0.021, 0.029, 0.027], [0.019, -0.010, -0.025], [-0.089, -0.070, -0.015], [-0.035, -0.097, 0.150], [0.197, -0.044, -0.067], [-0.021, -0.098, 0.087], [0.021, 0.077, 0.076], [-0.021, -0.031, -0.040], [-0.011, 0.074, 0.090], [-0.013, -0.100, 0.083], [-0.020, 0.059, -0.008], [0.034, 0.030, -0.019], [-0.018, -0.058, -0.038], [0.036, -0.092, -0.009], [0.065, 0.093, -0.008], [0.020, -0.063, 0.038], [0.019, 0.206, -0.151], [-0.074, 0.107, -0.194], [-0.056, 0.120, -0.089], [0.005, 0.004, -0.002], [-0.001, 0.036, 0.014], [-0.038, -0.008, -0.010], [-0.049, 0.056, -0.083], [0.003, 0.030, -0.022], [-0.019, 0.050, 0.001], [-0.109, -0.004, 0.138], [0.035, -0.122, -0.022], [0.022, -0.005, -0.033], [-0.132, -0.025, -0.061], [0.053, -0.079, -0.051], [-0.043, -0.053, -0.028], [-0.062, 0.008, 0.002], [-0.039, 0.046, 0.030], [0.089, 0.100, 0.014]], "multiplicity": 2, "total_energy_ha": -12737.852622, "total_charge": -1, "max_force_ev_per_a": 2.110, "relative_energy_kcal_mol": 70.83, "s2": 0.758, "lumo_ev": [2.38, 1.67], "orbital_gap_ev": [7.05, 6.60]}